Entry 1:
This record from the Open Molecules 2025 dataset describes a structure of composition C35H63BCl2F6N10OSr at a distorted geometry. The level of theory is ωB97M-V/def2-TZVPD.

Summary:
E_LUMO: 0.376 eV
F_max: 0.0919 hartree/bohr
electronic energy: -97133.9672 eV
highest occupied orbital energy: -8.4 eV
energy relative to the best compared isomer or geometry (same formula, charge and spin): 1.268 eV
frontier orbital gap: 8.8 eV

Each line ends with the Mulliken charge.
Element x y z (Å)
Sr: 0.363 0.736 -0.244  1.072
N: -1.845 3.428 1.907  -0.248
C: -0.944 4.294 1.168  -0.496
C: -1.048 4.091 -0.332  -1.251
N: -0.289 2.935 -0.870  0.792
C: 0.995 3.434 -1.443  -0.654
C: 2.181 3.427 -0.472  -1.113
N: 2.537 2.031 -0.147  0.313
C: -1.104 2.139 -1.841  -0.047
C: -0.335 1.021 -2.614  -2.008
N: -0.768 -0.331 -2.255  0.321
H: -1.563 2.453 1.864  -0.321
H: -1.855 3.690 2.883  0.382
H: 0.109 4.207 1.469  0.250
H: -1.243 5.325 1.372  0.492
H: -0.686 5.001 -0.817  0.239
H: -2.100 3.993 -0.601  0.553
H: 0.847 4.438 -1.848  0.576
H: 1.288 2.816 -2.289  -0.124
H: 1.958 3.979 0.443  0.428
H: 2.998 3.945 -0.982  0.579
H: 3.467 1.961 0.255  0.493
H: 2.716 1.612 -1.089  -0.114
H: -1.540 2.810 -2.584  0.627
H: -1.930 1.665 -1.293  0.063
H: 0.743 1.043 -2.415  0.613
H: -0.386 1.244 -3.680  0.440
H: -0.227 -1.004 -2.787  0.245
H: -1.754 -0.458 -2.462  0.139
C: -2.867 -3.174 3.265  -1.507
C: -1.947 -2.003 3.149  0.104
C: -1.584 -1.118 4.136  -1.303
C: -0.731 -0.196 3.510  -0.743
N: -0.587 -0.499 2.217  1.720
N: -1.335 -1.621 2.010  -0.648
B: -1.438 -2.407 0.697  -1.272
N: -0.055 -2.777 0.074  0.185
N: 1.055 -1.965 -0.004  1.470
C: 2.051 -2.736 -0.450  -0.869
C: 1.603 -4.048 -0.636  -1.201
C: 0.283 -4.048 -0.263  0.459
C: -0.547 -5.286 -0.131  -1.665
C: 3.504 -2.345 -0.619  3.124
C: 3.960 -2.756 -2.026  -1.972
C: 3.726 -0.851 -0.449  0.457
C: 4.346 -3.132 0.399  -1.852
N: -2.481 -1.695 -0.223  1.265
N: -2.988 -0.471 0.088  -0.200
C: -4.051 -0.295 -0.693  -0.235
C: -4.199 -1.386 -1.569  -0.718
C: -3.207 -2.270 -1.203  0.212
C: -2.965 -3.641 -1.732  -1.706
C: -5.060 0.820 -0.520  2.250
C: -6.395 0.178 -0.108  -1.871
C: -4.636 1.789 0.578  -1.512
C: -5.265 1.568 -1.843  -1.569
C: -0.110 0.985 4.230  2.885
C: 0.781 1.844 3.311  -0.996
C: 0.711 0.488 5.434  -1.840
C: -1.258 1.827 4.816  -1.772
H: -3.296 -3.189 4.266  0.475
H: -3.678 -3.113 2.540  0.252
H: -2.344 -4.116 3.100  0.184
H: -1.902 -1.139 5.164  0.579
H: -1.915 -3.475 0.950  -0.267
H: 2.177 -4.906 -0.943  0.579
H: 0.124 -6.142 -0.181  0.466
H: -1.074 -5.322 0.821  0.220
H: -1.279 -5.401 -0.928  0.155
H: 3.314 -2.314 -2.785  0.152
H: 4.985 -2.417 -2.198  0.527
H: 3.942 -3.840 -2.148  0.458
H: 3.293 -0.315 -1.293  -1.152
H: 3.293 -0.489 0.482  -0.388
H: 4.799 -0.635 -0.429  0.683
H: 4.243 -4.207 0.246  0.356
H: 5.402 -2.872 0.282  0.504
H: 4.035 -2.913 1.418  0.161
H: -4.976 -1.562 -2.296  0.647
H: -3.821 -3.952 -2.329  0.422
H: -2.073 -3.690 -2.360  0.230
H: -2.844 -4.348 -0.913  0.268
H: -6.297 -0.312 0.863  0.392
H: -7.169 0.945 -0.031  0.465
H: -6.720 -0.568 -0.833  0.348
H: -4.270 1.259 1.456  0.198
H: -3.843 2.451 0.244  0.055
H: -5.478 2.418 0.875  0.510
H: -5.642 0.901 -2.620  0.351
H: -5.987 2.377 -1.711  0.464
H: -4.331 2.005 -2.200  0.150
H: 0.977 1.351 2.359  -0.118
H: 0.327 2.817 3.113  0.120
H: 1.756 2.019 3.764  0.367
H: 1.537 -0.143 5.117  0.248
H: 1.113 1.345 5.979  0.543
H: 0.087 -0.088 6.118  0.319
H: -1.995 2.079 4.058  0.102
H: -1.781 1.268 5.593  0.396
H: -0.869 2.745 5.265  0.471
Cl: 2.501 -1.418 3.060  -0.047
C: 4.101 -0.988 3.674  -0.621
Cl: 4.589 0.652 3.199  -0.168
H: 4.825 -1.683 3.265  0.407
H: 4.080 -1.025 4.757  0.459
C: 4.748 0.528 -3.708  -1.852
C: 3.304 1.041 -3.833  0.618
O: 2.598 0.963 -2.687  -0.938
C: 2.596 0.206 -4.935  0.315
F: 1.408 0.726 -5.305  -0.250
F: 3.319 0.057 -6.059  -0.316
F: 2.338 -1.033 -4.475  -0.209
C: 3.377 2.518 -4.302  0.557
F: 4.104 3.242 -3.424  -0.295
F: 3.948 2.682 -5.509  -0.300
F: 2.168 3.110 -4.362  -0.238
H: 4.725 -0.540 -3.504  0.255
H: 5.210 1.031 -2.861  0.404
H: 5.338 0.708 -4.607  0.413

---

Entry 2:
This record from the Open Molecules 2025 dataset describes the ion C2H6NO2 with charge +1 at a distorted geometry. The level of theory is ωB97M-V/def2-TZVPD.

Summary:
E_LUMO: -3.999 eV
F_max: 0.0794 hartree/bohr
SMILES: [NH3+]CC(=O)O
electronic energy: -7749.1436 eV
highest occupied orbital energy: -15.9 eV
energy relative to the best compared isomer or geometry (same formula, charge and spin): 0.762 eV
charge: +1
frontier orbital gap: 11.9 eV

Each line ends with the natural charge from an NBO analysis.
Element x y z (Å)
O: -0.223 -1.613 -0.022  -0.597
C: -0.184 -0.730 0.840  0.793
O: -0.377 -0.751 2.136  -0.600
C: -0.138 0.721 0.136  -0.341
N: 0.367 0.490 -1.240  -0.697
H: -0.332 -1.664 2.366  0.522
H: 0.560 1.394 0.663  0.264
H: -1.214 0.916 -0.056  0.267
H: -0.334 0.611 -1.943  0.445
H: 0.686 -0.525 -1.392  0.485
H: 1.190 1.151 -1.489  0.460